# 1
Entry from OMol25: the molecule C4H5NO3 (ωB97M-V with the def2-TZVPD basis set).

```
13
Properties=species:S:1:pos:R:3:forces:R:3
C 0.191913 0.336869 0.110428 -0.8 -2.6 -1.1
C -0.453533 -0.446910 -1.088897 -0.8 1.1 -0.7
C -0.491289 -0.738543 1.094295 -3.4 4.0 0.6
C 1.671224 0.124133 0.083292 3.6 -1.0 -1.8
H -1.055043 2.057887 0.721753 4.3 -2.0 -3.1
H 0.056653 -1.538301 -1.152137 -1.8 2.5 0.0
H -0.489505 0.176812 -1.995281 0.6 -0.6 0.0
H -0.033038 -0.862242 2.210471 -1.9 -0.1 -2.8
H 2.280691 1.210155 0.131778 -1.1 -2.8 0.1
N -1.812657 -0.722665 0.698599 2.9 -1.2 1.0
O -0.137836 1.743838 0.054488 -3.5 0.0 3.6
O -1.960533 -0.348670 -0.697879 4.3 -1.8 2.6
O 2.232947 -0.992366 -0.170905 -2.3 4.6 1.4
```
Forces are in eV/Å.

Output
HOMO energy   -10.078 eV
Spin multiplicity   1
SMILES string   O=C[C@]1(O)C=NOC1
E_LUMO   -0.279 eV
Orbital gap   9.799 eV

=====

# 2
Entry from OMol25: the molecule C4H5NO3 (ωB97M-V with the def2-TZVPD basis set).

```
13
Properties=species:S:1:pos:R:3:forces:R:3
C -1.266798 1.173128 -0.012165 3.1 -1.5 0.3
C 0.846128 -0.081384 0.016206 1.3 1.3 -1.1
C -1.574416 -0.300163 -0.167903 1.8 -1.4 -2.4
C -0.265722 -1.078351 0.158682 1.3 -2.1 1.2
N 2.115686 -0.333179 -0.133422 -3.7 -1.6 0.7
O -1.854916 2.183560 0.030135 -0.3 -0.1 0.0
O 0.237174 1.186210 0.054697 -0.4 0.4 0.2
O 3.134745 0.522321 -0.065201 -0.6 4.5 0.7
H -2.399563 -0.716410 0.363092 -0.8 0.2 0.1
H -1.602768 -0.521879 -1.311984 -0.8 0.8 1.8
H -0.063772 -2.098028 -0.331719 -0.6 1.9 -0.1
H -0.127942 -1.451038 1.208634 -0.8 0.8 -0.4
H 2.822166 1.515218 0.190942 0.7 -3.1 -0.9
```
Forces are in eV/Å.

Output
HOMO energy   -9.193 eV
Spin multiplicity   1
SMILES string   O=C1CC/C(=N/O)O1
E_LUMO   0.548 eV
Orbital gap   9.742 eV

=====

# 3
Entry from OMol25: the molecule C4H5NO3 (ωB97M-V with the def2-TZVPD basis set).

```
13
Properties=species:S:1:pos:R:3:forces:R:3
C 1.870855 0.103778 -0.168664 3.4 -4.9 2.2
C -0.585003 -0.215237 0.301617 0.6 -4.8 -2.8
C -0.576135 -1.658052 0.081139 1.2 1.2 2.2
C -1.861776 0.464777 -0.265800 1.1 1.0 -0.1
H 0.691106 2.558915 0.814512 -0.3 -3.9 -3.5
H 2.664626 0.836868 -0.125206 -0.5 1.2 -0.7
H -1.550798 -2.258681 0.003163 1.5 1.5 -0.2
H 0.438554 -2.356329 0.245898 -2.9 2.4 -0.5
H -1.822905 1.435097 -0.961453 0.4 -1.8 1.5
N 0.682824 0.435856 0.383838 -1.1 2.7 -0.7
O 0.633889 1.785782 -0.067225 -1.2 4.5 3.9
O 2.306264 -1.050187 -0.214193 -1.2 0.9 -0.9
O -2.891507 -0.082587 -0.027632 -0.9 0.1 -0.1
```
Forces are in eV/Å.

Output
HOMO energy   -9.359 eV
Spin multiplicity   1
SMILES string   C=C(C=O)N(O)C=O
E_LUMO   -0.189 eV
Orbital gap   9.170 eV

=====

# 4
Entry from OMol25: the molecule C4H5NO3S (ωB97M-V with the def2-TZVPD basis set).

```
14
Properties=species:S:1:pos:R:3:forces:R:3
C -1.075736 1.639727 0.066222 0.1 1.2 -1.7
C -2.294419 0.977329 -0.022543 3.4 -0.7 1.1
C 0.624605 -0.014896 0.021335 -3.8 -0.1 1.0
C 2.674492 -1.215408 -0.211029 2.3 0.3 2.0
N 0.177658 1.301070 -0.057434 1.3 0.1 0.5
O -0.137345 -0.889644 0.426881 2.1 -0.3 -0.3
O -3.982772 -0.844416 0.312246 -6.6 -0.6 -1.4
O 1.847450 -0.066572 -0.348915 2.1 -0.3 0.1
S -2.625183 -0.616374 0.581303 5.6 -1.2 2.0
H -1.076892 2.715410 -0.095685 -0.9 0.2 0.3
H -3.086069 1.481619 -0.376370 -2.9 1.9 -1.0
H 3.714628 -0.871059 0.156653 -1.2 0.2 -1.9
H 2.622259 -1.744278 -1.136680 0.5 -0.5 -0.3
H 2.617319 -1.852506 0.684011 -1.8 -0.1 -0.4
```
Forces are in eV/Å.

Output
HOMO energy (alpha / beta)   -7.484 / -9.801 eV
Spin multiplicity   3
E_LUMO (alpha / beta)   0.616 / -2.868 eV
Orbital gap (alpha / beta)   8.101 / 6.933 eV

=====

# 5
Entry from OMol25: the molecule C4H5NOS (ωB97M-V with the def2-TZVPD basis set).

```
12
Properties=species:S:1:pos:R:3:forces:R:3
C 0.592752 0.405050 -1.009732 0.5 -1.9 2.3
C 1.995953 0.075738 -0.734038 -3.0 -1.5 0.1
C -0.097975 -0.356687 -0.103623 1.2 1.0 0.3
C -1.562101 -0.341219 0.316403 3.1 1.0 -0.4
N 2.027071 -0.895644 0.166474 2.3 1.8 -0.5
O 0.823213 -1.060732 0.670000 -2.9 -0.3 -0.8
S -1.985291 1.261753 1.111711 0.7 -0.5 0.8
H -0.024870 1.054752 -1.550033 0.2 1.2 -1.3
H 2.864885 0.348866 -1.255722 0.9 0.3 -0.4
H -2.126284 -0.592149 -0.540180 -1.1 0.5 -0.9
H -1.583240 -1.205888 0.881071 -0.8 -1.5 2.1
H -0.924112 1.306160 2.047669 -1.2 -0.3 -1.2
```
Forces are in eV/Å.

Output
HOMO energy   -9.292 eV
Spin multiplicity   1
SMILES string   SCc1ccno1
E_LUMO   0.755 eV
Orbital gap   10.047 eV

=====

# 6
Entry from OMol25: the molecule C4H5NOS (ωB97M-V with the def2-TZVPD basis set).

```
12
Properties=species:S:1:pos:R:3:forces:R:3
C -1.241870 -1.166654 -0.622166 1.5 5.3 -2.0
C -0.806185 0.127185 -0.969169 0.0 -3.8 2.7
C -0.228175 -1.145573 1.414599 0.4 1.9 0.6
C 1.648308 1.219785 -0.483062 -1.9 -2.6 -0.6
N -1.077954 -1.572208 0.631135 -0.5 -2.0 2.8
O -0.366093 1.781808 1.052208 -0.2 0.4 1.0
S 0.281794 0.731105 0.304581 0.4 -0.9 -1.2
H -1.748006 -1.813372 -1.229905 -1.0 -1.5 -1.8
H -0.582860 0.593916 -1.879348 -0.4 0.3 -1.3
H -0.256876 -1.268576 2.553216 0.1 0.2 -1.7
H 1.995752 1.987961 0.052502 1.5 3.3 1.7
H 2.382166 0.524625 -0.824590 0.0 -0.7 -0.2
```
Forces are in eV/Å.

Output
HOMO energy (alpha / beta)   -8.037 / -8.037 eV
Spin multiplicity   1
SMILES string   C=[S@@]1(=O)C=CN=C1
E_LUMO (alpha / beta)   -0.846 / -0.846 eV
Orbital gap (alpha / beta)   7.192 / 7.190 eV

=====

# 7
Entry from OMol25: the molecule C4H5NOS (ωB97M-V with the def2-TZVPD basis set).

```
12
Properties=species:S:1:pos:R:3:forces:R:3
C -1.026222 0.402428 -0.181147 0.7 1.1 0.5
C -0.282054 1.632247 -0.733336 0.9 1.0 0.9
C -0.409583 -0.756868 0.214907 0.6 0.7 -0.1
C 1.074607 -0.715310 0.328378 -1.4 3.0 -0.4
H -2.774284 1.463675 -0.640251 1.0 -1.4 1.0
H -2.823471 -0.282666 -0.073030 0.3 3.5 0.5
H 0.886705 1.847518 -0.578466 -2.4 -0.8 -0.6
H -0.973522 -1.662182 0.557066 0.6 0.9 -0.4
H 1.501918 0.389619 0.218754 -0.7 -2.7 0.1
N -2.365088 0.740605 0.020722 -1.3 -3.9 -1.6
O -0.978898 2.514370 -1.179391 0.7 -0.3 -0.2
S 2.026810 -1.901884 0.752074 0.9 -1.2 0.3
```
Forces are in eV/Å.

Output
HOMO energy   -8.649 eV
Spin multiplicity   1
SMILES string   N/C(C=O)=C/C=S
E_LUMO   -0.866 eV
Orbital gap   7.783 eV

=====

# 8
Entry from OMol25: the molecule C4H5NOS (ωB97M-V with the def2-TZVPD basis set).

```
12
Properties=species:S:1:pos:R:3:forces:R:3
C -2.270182 -0.027647 -0.026923 -0.4 0.5 0.6
C -1.292227 -0.898594 0.014812 1.7 -1.7 -0.2
C 0.159559 -0.588774 -0.005321 -1.0 1.3 -0.4
C 1.842885 1.004675 -0.014443 0.0 0.6 0.2
H -2.003613 1.028834 0.010943 -0.5 -0.2 -0.2
H -3.299859 -0.384280 0.047595 0.3 0.4 -0.2
H -1.393419 -1.989934 0.023844 -0.5 0.4 0.0
H 2.051382 1.679238 -0.872230 0.3 -0.8 0.3
H 2.068295 1.571864 0.906098 0.1 -0.4 -0.3
N 1.076116 -1.451658 -0.061070 0.6 0.0 0.3
O 0.436991 0.761050 -0.026641 0.2 -0.8 0.2
S 2.624077 -0.704773 0.003337 -0.9 0.7 -0.3
```
Forces are in eV/Å.

Output
HOMO energy   -8.392 eV
Spin multiplicity   1
SMILES string   C=CC1=NSCO1
E_LUMO   0.737 eV
Orbital gap   9.128 eV

=====

# 9
Entry from OMol25: the molecule C4H5NOS (ωB97M-V with the def2-TZVPD basis set).

```
12
Properties=species:S:1:pos:R:3:forces:R:3
C -1.213409 1.344291 0.170124 -0.6 1.0 0.8
C -1.690537 0.203116 -0.314898 -1.0 3.5 -0.7
C -1.222516 -1.088794 -0.124490 0.9 -2.3 1.1
C 2.681271 -0.243045 -0.044347 -1.2 1.6 0.7
H -0.244856 1.414718 0.729200 -1.2 0.2 -0.8
H -1.986314 2.185415 0.137224 1.7 -0.8 0.1
H -2.697136 0.250403 -0.722478 0.1 -0.3 -0.1
H 3.203023 -1.194973 0.201488 -0.5 0.5 -0.4
H 3.312337 0.719724 0.021454 -1.1 -1.6 -0.5
N 1.387772 -0.089129 -0.177038 2.5 -1.0 0.2
O -2.039264 -1.935580 0.142316 0.3 -1.0 -0.3
S 0.509634 -1.566146 -0.018557 -0.1 0.3 -0.2
```
Forces are in eV/Å.

Output
HOMO energy   -9.423 eV
Spin multiplicity   1
SMILES string   C=CC(=O)SN=C
E_LUMO   0.279 eV
Orbital gap   9.702 eV

=====

# 10
Entry from OMol25: the molecule C4H5NOS (ωB97M-V with the def2-TZVPD basis set).

```
12
Properties=species:S:1:pos:R:3:forces:R:3
C -0.282882 -0.231082 1.929220 -0.2 -0.1 -0.9
C -0.630111 -0.635729 -0.623851 1.0 -1.3 -0.1
C 0.316033 0.284262 -1.459221 -1.3 0.3 0.3
C 0.815946 0.808407 -0.121574 0.2 0.2 0.1
H 0.243448 0.434494 2.601216 0.4 0.3 0.1
H -0.368927 -1.706649 -0.644267 -0.2 0.3 -0.3
H -1.699910 -0.552542 -0.779019 -0.1 0.4 0.4
H -0.225132 1.007355 -2.087524 0.3 -0.1 0.4
H 1.035470 -0.222776 -2.057929 0.7 -0.4 -0.3
N -0.010555 -0.048152 0.569246 -0.5 0.6 0.5
O -1.075993 -1.051460 2.294893 -0.2 -0.3 0.1
S 1.882612 1.913873 0.378811 0.0 -0.1 0.0
```
Forces are in eV/Å.

Output
HOMO energy   -8.955 eV
Spin multiplicity   1
SMILES string   O=CN1CCC1=S
E_LUMO   -0.144 eV
Orbital gap   8.810 eV

=====

The records above yield energy relative to the best compared isomer or geometry (same formula, charge and spin) values of 156.1, 72.5, 138.5, 0.0, 57.9, 146.2, 55.6, 36.2, 58.3, 19.8 kcal/mol, respectively.